No. 1
ORCA calculation (ωB97M-V/def2-TZVPD) on a structure of composition C32H56BeBrCl3CsF6IKLiN4O16PS in a non-equilibrium geometry.

Element x y z (Å)
C: -3.7513 1.0062 3.9164
C: -4.2957 1.2456 2.8805
C: -4.9467 1.5280 1.6180
C: -4.0594 2.3772 0.7025
C: -3.0574 1.4602 0.0318
N: -1.8858 1.9852 -0.6801
C: -2.2177 3.2219 -1.3782
C: -1.9765 4.5591 -0.6312
C: -0.9970 5.4843 -1.3654
Br: -3.6654 5.5705 -0.5219
C: -1.1384 1.0150 -1.4871
C: -1.7922 0.7661 -2.8854
C: -3.0561 -0.0739 -3.0214
O: -4.2701 0.6116 -2.7831
C: 0.2300 1.6576 -1.9507
C: 1.2432 2.4074 -1.0513
C: 0.8626 3.1193 0.2466
C: 1.9986 3.4260 -1.9454
C: -0.7208 -0.3856 -0.8806
C: -1.7854 -1.1404 -0.0789
C: -1.6076 -2.6625 0.0293
C: -0.9110 -3.0613 1.3882
N: 0.2898 -3.7184 1.4436
O: -1.4475 -2.7930 2.4741
C: 0.5056 -0.4848 0.0410
S: 0.4936 0.1632 1.6944
O: 0.8994 -0.9131 2.5704
O: -0.7205 0.7749 2.1521
O: -0.5134 -1.2810 -1.9996
C: 0.7202 -1.7728 -2.4159
C: 1.0998 -3.1703 -1.8938
C: 0.3747 -4.3561 -2.5738
C: 0.2696 -5.6214 -1.6760
C: -1.0628 -6.3091 -1.5525
O: -1.2421 -7.4478 -1.9363
O: -2.1223 -5.6934 -0.9220
C: 0.6922 -1.8105 -3.9537
C: 1.9738 -2.2928 -4.5675
O: 2.0431 -3.0884 -5.4207
I: 3.8702 -1.4426 -3.8412
H: -3.2749 0.7834 4.8284
H: -5.2124 0.5897 1.1338
H: -5.8455 2.0915 1.8385
H: -4.7304 2.7688 -0.0508
H: -3.6482 3.1903 1.2793
H: -3.6610 0.7678 -0.5556
H: -2.7005 0.8826 0.8663
H: -1.6744 3.3598 -2.3048
H: -3.2463 3.2429 -1.7290
H: -1.6911 4.4308 0.3996
H: -0.3068 5.8967 -0.6398
H: -1.4972 6.3317 -1.8080
H: -0.4413 4.9696 -2.1413
H: -2.0602 1.7237 -3.3230
H: -1.0559 0.4240 -3.5953
H: -3.0508 -1.0225 -2.5033
H: -3.0911 -0.3572 -4.0787
H: -4.1980 1.4925 -3.1623
H: 0.7812 0.8426 -2.4166
H: 0.0175 2.2859 -2.8057
H: 2.0688 1.7435 -0.8061
H: 1.6676 2.9834 0.9639
H: 0.7959 4.1912 0.1389
H: -0.0472 2.7919 0.7327
H: 1.9550 3.1496 -2.9909
H: 1.6779 4.4393 -1.7682
H: 3.0537 3.4023 -1.6903
H: -1.7948 -0.7889 0.9515
H: -2.8049 -0.9302 -0.4222
H: -2.6764 -3.0798 0.1828
H: -1.2287 -3.2164 -0.8192
H: 0.2265 -4.7191 1.6889
H: 0.8234 -3.2565 2.1793
H: 1.4414 -0.1775 -0.4068
H: 0.6720 -1.5386 0.2318
H: 1.4966 1.0600 1.7609
H: 1.6014 -1.1567 -2.2478
H: 2.1650 -3.3271 -2.0297
H: 0.9254 -3.2909 -0.8310
H: -0.6236 -4.0215 -2.8547
H: 0.8688 -4.6532 -3.4889
H: 0.9092 -6.3704 -2.1209
H: 0.6199 -5.3849 -0.6763
H: -2.3562 -6.2315 -0.1537
H: -0.1436 -2.3650 -4.3549
H: 0.6073 -0.7936 -4.3379
Li: -1.8562 -1.4222 3.7799
C: -1.0528 -0.6429 7.2559
O: 0.0045 -0.2411 7.7288
O: -1.4536 -0.3881 6.0793
O: -1.8633 -1.3636 7.8902
K: 5.0322 0.0706 -6.1586
C: 4.4159 0.5285 1.8175
C: 4.7802 1.9942 1.7791
O: 4.4038 2.7053 0.8506
N: 5.5195 2.4852 2.7899
C: 6.0409 1.7839 3.9598
H: 3.8207 0.3108 0.9325
H: 5.3024 -0.1045 1.8045
H: 3.8236 0.3109 2.7086
H: 5.7217 3.4688 2.6971
H: 5.6507 2.2483 4.8633
H: 7.1240 1.8584 3.9756
H: 5.7590 0.7381 3.9476
O: 7.4543 0.8826 6.2962
H: 8.0577 0.1536 6.4739
H: 6.7258 0.7352 6.9084
N: -6.2705 4.8470 1.6847
O: -6.3240 6.0023 1.2632
O: -7.0741 3.9750 1.3030
O: -5.3763 4.5374 2.5090
Be: 0.6143 -8.7453 -2.0504
F: 2.7184 -7.8564 2.5571
P: 1.3152 -7.8829 1.7044
F: 0.7258 -8.1628 3.2111
F: -0.1425 -6.9884 1.5149
F: 2.2356 -8.5816 0.5163
F: 1.8716 -6.4426 1.0553
F: 0.3390 -9.1440 1.2716
Cs: -3.9710 -3.2515 1.1436
C: 1.9802 7.1936 -4.0077
Cl: 3.3687 7.4558 -5.0592
Cl: 1.3104 5.5738 -4.2505
Cl: 2.4151 7.4299 -2.3178
H: 1.2172 7.9146 -4.2664

Its net charge is +1. As for the spin multiplicity: 1.

=====

No. 2
ORCA calculation (ωB97M-V/def2-TZVPD) on a structure of composition C32H56BrCaCl2F7LiN3O12S2 in a non-equilibrium geometry.

Element x y z (Å)
C: 7.3761 -5.1893 -0.4893
C: 6.2530 -5.0206 -1.4866
C: 4.6691 -4.9658 -0.9434
C: 3.8080 -3.8228 -1.7046
C: 4.7951 -2.6327 -2.3534
C: 3.5764 -1.8451 -3.1765
C: 3.6092 -0.2187 -3.2929
C: 2.1417 -2.6231 -2.8028
C: 1.2556 -1.6663 -1.8650
C: 1.8868 -1.0148 -0.5171
C: 1.3003 -1.7485 0.8676
N: 2.5137 -4.0965 -2.4849
C: 1.2872 -4.5590 -1.7333
C: 1.0366 -6.1605 -1.5686
C: 1.6268 -6.8081 -0.1484
O: 1.7549 -6.1332 0.9964
O: 2.0411 -8.2485 -0.2319
C: 2.5206 -4.7030 -3.8428
C: 3.4457 -5.9258 -4.2894
C: 3.9198 -7.1190 -3.3648
Br: 5.1269 -5.1071 -5.1318
H: 8.4433 -4.7699 -0.8213
H: 7.2211 -5.6490 0.5772
H: 6.5736 -4.8842 -2.5993
H: 4.8158 -4.6193 0.1934
H: 4.1881 -6.0251 -0.8525
H: 3.3344 -3.2724 -0.7526
H: 5.5400 -2.9413 -3.2001
H: 5.4601 -2.0132 -1.6167
H: 3.8691 -2.1559 -4.2920
H: 2.6070 0.2946 -3.6060
H: 4.4677 0.1400 -4.0130
H: 3.8732 0.2103 -2.2106
H: 1.5556 -2.4396 -3.8305
H: 0.1703 -2.0677 -1.5637
H: 0.9776 -0.7162 -2.5431
H: 1.5847 0.1284 -0.4572
H: 3.0555 -1.1019 -0.5290
H: 0.1718 -2.0545 0.7775
H: 1.9082 -2.7458 1.0083
H: 1.5261 -1.0670 1.8038
H: 1.2648 -4.1301 -0.6180
H: 0.3357 -4.1936 -2.3596
H: 1.2883 -6.8161 -2.5132
H: -0.1476 -6.2820 -1.4427
H: 1.1840 -8.7801 -0.3760
H: 1.3905 -5.0341 -4.0665
H: 2.7233 -3.9419 -4.7485
H: 2.9145 -6.4165 -5.2485
H: 5.0733 -6.9670 -3.0916
H: 3.9096 -8.1315 -3.9995
H: 3.3835 -7.3600 -2.3676
O: -0.9353 0.1237 -0.4849
H: -1.0257 0.5470 0.3821
H: -1.7819 -0.3302 -0.6130
O: 7.7500 -6.5793 2.3264
H: 6.8863 -6.9457 2.3824
Li: 1.6181 -5.2257 2.6439
C: -5.5122 2.3300 4.8340
F: -6.0716 1.5556 5.8077
F: -6.3493 2.2544 3.7557
F: -5.5952 3.6210 5.2758
S: -3.8026 1.8464 4.4202
O: -3.9161 0.4641 3.9477
O: -3.0619 2.0066 5.6743
N: -3.5605 2.9522 3.3115
S: -2.1085 2.8702 2.6814
O: -1.8302 1.7095 1.8328
O: -0.9991 3.2763 3.5486
C: -2.3054 4.2561 1.5117
F: -2.5888 5.4343 2.1439
F: -3.3326 4.0527 0.6325
F: -1.1939 4.4854 0.7551
N: -5.7285 3.3480 8.3410
C: -6.6767 2.9540 9.2191
C: -6.4005 2.4948 10.4970
C: -5.0710 2.4311 10.9004
C: -4.0717 2.8281 10.0179
C: -4.4470 3.2765 8.7617
H: -7.6985 3.0191 8.8565
H: -7.2025 2.1938 11.1614
H: -4.8155 2.0753 11.8943
H: -3.0261 2.7900 10.3018
H: -3.7042 3.6009 8.0383
C: 1.5437 4.5259 -7.1730
C: 0.0523 4.4030 -6.9049
O: -0.2134 3.4527 -5.8653
C: 0.0601 3.8684 -4.6033
O: 0.5013 4.9604 -4.2856
O: -0.2087 2.8437 -3.7554
C: 0.1463 3.1110 -2.4011
H: 1.9782 3.5458 -7.3894
H: 1.7309 5.1943 -8.0164
H: 2.0755 4.9213 -6.2999
H: -0.4435 4.0307 -7.8077
H: -0.3991 5.3718 -6.6655
H: -0.3211 4.0342 -2.0427
H: 1.2347 3.1662 -2.3050
H: -0.2140 2.2822 -1.7855
Ca: -3.6985 6.6899 1.4830
C: 2.4137 -4.4943 -7.7739
Cl: 2.2706 -6.0290 -8.6395
Cl: 1.0464 -4.2508 -6.6803
H: 3.3384 -4.4990 -7.1918
H: 2.4387 -3.6776 -8.4995
F: 2.9015 4.1527 -2.4999
C: -7.5745 8.2400 5.3420
C: -6.8105 9.0453 4.2779
C: -7.3409 10.4885 4.2547
O: -7.0618 8.5017 3.0998
H: -8.6548 8.2065 5.1485
H: -7.2117 7.2059 5.4002
H: -7.4356 8.6900 6.3323
H: -5.7744 9.1122 4.6388
H: -8.4125 10.5388 4.0207
H: -6.8070 11.1008 3.5169
H: -7.1995 10.9615 5.2339

As for the spin multiplicity: 1.

=====

No. 3
ORCA calculation (ωB97M-V/def2-TZVPD) on a structure of composition C32H56F12O19S4Zr in a non-equilibrium geometry.

Element x y z (Å)
Zr: -34.1301 -1.0173 30.5276
C: -36.3383 -4.4851 31.9854
F: -35.9281 -4.8778 30.7934
F: -37.6478 -4.5864 32.0839
F: -35.7582 -5.2239 32.9124
S: -35.8075 -2.6462 32.2364
O: -34.3787 -2.4768 32.1092
O: -36.0534 -1.9123 30.9936
O: -36.4254 -2.0760 33.4395
C: -34.2666 -3.1317 26.7090
F: -33.9187 -4.4224 26.6425
F: -33.1346 -2.4573 26.7079
F: -35.0810 -2.6841 25.7788
S: -35.1414 -2.7483 28.3754
O: -34.2219 -2.9233 29.5123
O: -35.2019 -1.3296 28.5775
O: -36.4152 -3.4245 28.4707
C: -33.3659 0.7978 34.3802
F: -33.4174 -0.4924 34.6033
F: -34.2358 1.4832 35.1671
F: -32.1085 1.2134 34.4946
S: -33.9475 1.1413 32.5588
O: -35.0020 0.1971 32.1184
O: -34.2021 2.5511 32.3706
O: -33.0244 0.5126 31.6154
C: -30.4764 -2.9298 28.8954
F: -29.9064 -3.7691 29.7265
F: -29.6179 -2.4636 27.9992
F: -31.4371 -3.6117 28.2297
S: -31.3054 -1.3515 29.7882
O: -30.3170 -0.2921 30.0350
O: -32.5296 -0.9208 29.1189
O: -32.1198 -1.7808 30.9695
C: -29.6959 0.6500 25.6426
C: -30.9466 0.3128 24.8567
C: -32.0568 0.6864 25.8609
O: -31.3779 0.8600 27.1288
C: -30.1239 1.3794 26.8626
H: -28.9146 1.1794 25.0972
H: -29.2386 -0.2595 26.0324
H: -31.0318 -0.7485 24.6231
H: -31.0543 0.9648 23.9898
H: -32.8155 -0.0926 25.9357
H: -32.5455 1.6048 25.5354
H: -29.4676 1.2437 27.7223
H: -30.2928 2.4452 26.7089
C: -34.0060 -5.3548 36.1721
C: -33.3183 -5.4123 37.5406
C: -32.7706 -3.9857 37.7721
O: -32.9234 -3.3096 36.5227
C: -33.9671 -3.8904 35.7910
H: -34.9970 -5.8052 36.1149
H: -33.3850 -5.9214 35.4784
H: -32.5207 -6.1548 37.5650
H: -34.0300 -5.6760 38.3229
H: -31.7411 -4.0251 38.1281
H: -33.3455 -3.5888 38.6087
H: -33.8459 -3.6731 34.7298
H: -34.9260 -3.4402 36.0478
C: -28.9577 -0.3122 34.1893
C: -29.1495 -1.5276 35.0772
C: -30.5846 -1.9687 34.7838
O: -30.9836 -1.3514 33.5467
C: -29.8812 -0.5918 33.0216
H: -27.9075 -0.1627 33.9387
H: -29.2901 0.5896 34.7035
H: -28.9493 -1.2665 36.1163
H: -28.4869 -2.3451 34.7929
H: -31.2704 -1.7878 35.6115
H: -30.4776 -3.0427 34.6314
H: -30.1896 0.3363 32.5402
H: -29.4444 -1.2933 32.3108
C: -39.6012 -1.2926 31.2305
C: -39.3688 -2.2280 30.0454
C: -38.9270 -1.2788 28.9142
O: -38.2362 -0.2756 29.5843
C: -38.8274 -0.0516 30.8475
H: -39.1918 -1.7192 32.1463
H: -40.6486 -1.0486 31.4077
H: -40.2348 -2.8388 29.7906
H: -38.5274 -2.8698 30.3063
H: -39.7594 -0.8782 28.3357
H: -38.2127 -1.6750 28.1925
H: -39.4469 0.8451 30.8317
H: -38.0201 0.1402 31.5543
C: -31.3901 -6.1226 32.1580
C: -32.5801 -6.8412 31.5112
C: -32.8809 -5.8814 30.3784
O: -32.8829 -4.6730 31.1101
C: -31.9170 -4.6711 32.1512
H: -30.5489 -6.1988 31.4690
H: -31.0822 -6.5160 33.1268
H: -33.4441 -7.0057 32.1550
H: -32.4620 -7.8812 31.2069
H: -33.8816 -6.0741 29.9916
H: -32.2095 -5.8216 29.5218
H: -32.4376 -4.4866 33.0909
H: -31.0913 -3.9616 32.0983
C: -29.6239 3.4164 32.5061
C: -30.7708 3.2968 31.5447
C: -30.2277 3.8466 30.2159
O: -29.2920 4.8292 30.7341
C: -28.9464 4.6811 32.0652
H: -28.9342 2.5945 32.3139
H: -29.8821 3.3444 33.5626
H: -31.5887 3.9253 31.8969
H: -31.0972 2.2664 31.4041
H: -31.0264 4.2104 29.5695
H: -29.6973 3.0179 29.7467
H: -29.4347 5.4355 32.6821
H: -27.8719 4.7024 32.2474
C: -33.9752 3.1850 29.1313
C: -35.4541 3.0843 29.3354
C: -35.8191 1.6333 29.5987
O: -34.5746 0.9342 29.5528
C: -33.6547 1.7481 28.7479
H: -33.4102 3.5992 29.9663
H: -33.7609 3.7738 28.2394
H: -35.9735 3.4051 28.4324
H: -35.7960 3.7213 30.1512
H: -36.4876 1.2635 28.8212
H: -36.2977 1.5978 30.5774
H: -33.6987 1.4373 27.7041
H: -32.6137 1.6023 29.0363

As for the spin multiplicity: 1.

=====

No. 4
ORCA calculation (ωB97M-V/def2-TZVPD) on a cluster of 2 separate species, C32H56FIN3O2 in total in a non-equilibrium geometry.

Element x y z (Å)
C: -6.6924 2.5419 2.0557
C: -5.8705 3.6663 2.6884
C: -4.7373 3.1221 3.5410
F: -4.4986 3.9372 4.6186
N: -3.4737 3.0386 2.8198
C: -2.8121 1.9223 2.5264
N: -3.3339 0.6919 2.7625
C: -2.7034 -0.2091 1.7286
C: -2.7364 -1.6367 2.2365
C: -4.1450 -2.1487 2.4307
O: -4.3809 -3.2790 2.5753
C: -1.3253 0.5043 1.4181
C: -0.1816 -0.1514 2.2147
C: 0.4224 -1.4966 1.7735
C: 1.6545 -1.4227 0.8762
C: 2.4042 -2.7572 0.8224
C: 3.1393 -2.9747 -0.5060
C: 2.2668 -3.5733 -1.6226
C: 2.4096 -2.8222 -2.9499
C: 1.5481 -3.3905 -4.0938
C: 0.3277 -2.5214 -4.4582
C: 0.1618 -2.2286 -5.9500
C: -1.0132 -1.2691 -6.2035
C: -0.6107 0.2082 -6.2374
O: -1.3714 0.9217 -5.2686
C: -1.3217 2.3267 -5.4024
C: -1.2330 0.7082 -0.1254
I: -1.5375 -1.1394 -1.2060
C: -0.0898 1.4952 -0.8288
C: 1.2802 1.6861 -0.1665
N: -1.5868 1.8725 2.0304
C: -0.7388 3.0602 1.8748
C: 0.4737 3.0987 2.8299
H: -6.1390 2.0129 1.2721
H: -6.9941 1.8104 2.8123
H: -7.6049 2.9344 1.6082
H: -5.4654 4.3227 1.9143
H: -6.5005 4.2665 3.3488
H: -4.9672 2.1283 3.9305
H: -3.0641 3.9263 2.5734
H: -4.3409 0.6911 2.6485
H: -3.3389 -0.1300 0.8407
H: -2.2351 -1.7088 3.2075
H: -2.2577 -2.3357 1.5537
H: -4.9756 -1.4164 2.4350
H: -0.5928 -0.2735 3.2237
H: 0.6419 0.5536 2.3372
H: -0.3062 -2.1510 1.2996
H: 0.7223 -2.0083 2.6970
H: 2.3242 -0.6397 1.2462
H: 1.3459 -1.1749 -0.1473
H: 1.6784 -3.5697 0.9545
H: 3.1324 -2.8057 1.6367
H: 3.5113 -2.0027 -0.8616
H: 4.0244 -3.5934 -0.3422
H: 2.5592 -4.6153 -1.7942
H: 1.2124 -3.5988 -1.3199
H: 3.4681 -2.8282 -3.2313
H: 2.1284 -1.7751 -2.7833
H: 1.2172 -4.4009 -3.8368
H: 2.1717 -3.4996 -4.9877
H: 0.4165 -1.5539 -3.9487
H: -0.5997 -2.9910 -4.1102
H: 1.0854 -1.7692 -6.3206
H: 0.0219 -3.1593 -6.5069
H: -1.5448 -1.5396 -7.1179
H: -1.7393 -1.3649 -5.3889
H: 0.4600 0.3163 -6.0084
H: -0.7848 0.6491 -7.2270
H: -0.6568 2.7637 -4.6465
H: -0.9571 2.6264 -6.3903
H: -2.3256 2.7369 -5.2677
H: -2.1557 1.2446 -0.3627
H: -0.5112 2.4769 -1.0714
H: 0.0855 1.0326 -1.8003
H: 1.6915 2.6507 -0.4781
H: 1.2561 1.6837 0.9187
H: 1.9922 0.9294 -0.4911
H: -0.4528 3.1765 0.8326
H: -1.3444 3.9341 2.1115
H: 0.4506 4.0141 3.4235
H: 1.4198 3.0954 2.2887
H: 0.4619 2.2616 3.5253
C: 6.5637 -1.2141 3.6208
C: 5.8859 -1.6107 2.4762
C: 5.3756 -0.6555 1.6082
C: 5.5450 0.6953 1.8810
C: 6.2245 1.0914 3.0250
C: 6.7321 0.1362 3.8950
H: 6.9651 -1.9575 4.2971
H: 5.7600 -2.6641 2.2591
H: 4.8469 -0.9634 0.7144
H: 5.1538 1.4397 1.1981
H: 6.3646 2.1438 3.2359
H: 7.2639 0.4445 4.7856

Its net charge is +1. As for the spin multiplicity: 1.

=====

Number 1: HOMO energy -8.24 eV, HOMO-LUMO gap 1.1 eV, M 1430.964 g mol⁻¹. Number 2: HOMO energy -5.53 eV, HOMO-LUMO gap 2.0 eV, M 1069.758 g mol⁻¹. Number 3: HOMO energy -9.16 eV, HOMO-LUMO gap 9.7 eV, M 1192.249 g mol⁻¹. Number 4: HOMO energy -11.14 eV, HOMO-LUMO gap 8.7 eV, M 660.721 g mol⁻¹.